Formula: C3H4FNO2
Source: OMol25
Level of theory: ωB97M-V/def2-TZVPD

Geometry as XYZ:
```
11
Properties=species:S:1:pos:R:3:mulliken_charge:R:1
C -1.64 0.30 0.15 -1.00
C -0.37 -0.40 0.30 0.11
C 0.76 0.11 -0.15 0.14
F 0.63 1.54 -0.97 -0.34
N 2.09 -0.44 -0.14 1.00
O 2.15 -1.51 0.36 -0.57
O 2.95 0.20 -0.64 -0.53
H -1.39 1.33 -0.16 0.27
H -2.42 -0.15 -0.58 0.26
H -2.35 0.38 0.99 0.32
H -0.41 -1.36 0.84 0.34
```

Summary:
SMILES: C/C=C(\F)[N+](=O)[O-]
HOMO-LUMO gap: 0.38480 hartree
F_max: 5.35 eV/Å
E: -421.62759 a.u.
LUMO: -0.71 eV
ΔE to the lowest compared entry with this formula, charge and spin: 513.4 kJ/mol